Record 1
ORCA calculation (ωB97M-V with the def2-TZVPD basis set) on a gas-phase ion, CH5N2 (charge +1).

XYZ file:
```
8
Properties=species:S:1:pos:R:3:forces:R:3
N 0.1601 -1.1202 0.5078 -4.0 1.5 -4.1
C 0.2102 0.1433 0.4566 1.1 4.8 -4.4
N -0.1065 0.9947 -0.9793 1.7 1.5 8.7
H 0.6001 -1.5139 1.2219 2.1 -2.8 3.9
H -0.5821 -1.6107 -0.0367 1.3 0.0 0.4
H 0.8767 0.6849 1.2430 -1.6 -0.6 -1.6
H -0.6295 1.9130 -0.7397 1.2 -2.1 -0.5
H -0.5291 0.5089 -1.6736 -1.9 -2.4 -2.3
```
Positions in Å, forces in eV/Å.

ΔE to the lowest compared entry with this formula, charge and spin   2.837 eV
Highest occupied orbital energy   -16.31 eV
2S+1   1
Frontier orbital gap   10.63 eV
Net charge   +1
SMILES   NC=[NH2+]

Record 2
ORCA calculation (ωB97M-V with the def2-TZVPD basis set) on a gas-phase ion, C4H6NO2 (charge -1).

XYZ file:
```
13
Properties=species:S:1:pos:R:3:forces:R:3
C 1.0904 -1.8319 0.1694 -0.4 1.5 -0.5
C 0.2302 -0.7416 0.1102 1.1 1.9 -1.2
C 0.1151 0.5153 -0.8496 0.0 0.0 1.2
O 1.1997 1.4912 -0.8500 -0.9 -0.2 2.0
C -1.1156 0.9395 0.0157 -1.2 -2.5 -2.0
N -0.7572 -0.2229 0.9065 0.4 0.3 -0.8
O -1.3904 -0.7856 1.9097 -0.2 0.3 -0.1
H 0.7350 -2.4724 0.9410 0.6 -1.0 0.6
H 2.1363 -1.8300 -0.2751 -1.8 -0.1 0.5
H -0.1121 0.3974 -1.8943 -0.1 -0.6 -0.4
H 1.1588 1.7705 0.1069 0.6 -0.2 -1.4
H -1.1588 1.9798 0.2589 0.4 0.7 1.3
H -2.1314 0.7907 -0.5493 1.4 -0.1 0.8
```
Positions in Å, forces in eV/Å.

ΔE to the lowest compared entry with this formula, charge and spin   4.775 eV
Highest occupied orbital energy   -1.66 eV
2S+1   1
Frontier orbital gap   5.68 eV
Net charge   -1
SMILES   C=C1[C@H](O)CN1[O-]

Record 3
ORCA calculation (ωB97M-V with the def2-TZVPD basis set) on a gas-phase ion, C7H13N4O2S (charge +1).

XYZ file:
```
27
Properties=species:S:1:pos:R:3:forces:R:3
C 2.3795 -1.1100 1.4617 -1.6 -0.6 0.8
C -1.1292 1.5000 -0.5712 0.6 0.1 -0.2
C -0.8149 -0.2060 1.2438 0.2 -0.1 -4.0
C -2.0641 0.5851 -1.2868 1.0 -2.0 -2.9
C -1.8543 -1.0878 0.5092 -0.3 -1.4 1.6
C 3.7968 0.4024 0.3136 1.5 1.3 -1.1
C 1.0658 0.4186 -0.2646 -1.7 1.3 2.0
N 3.3441 -0.5714 1.1266 -0.4 -1.4 0.9
N -0.2588 0.6698 0.2030 1.7 0.9 1.8
N 1.1258 -0.4751 -1.3086 1.0 -0.8 2.4
N -2.8745 -0.1382 -0.2097 2.1 0.6 1.2
O 0.1088 -1.1813 -1.4194 1.2 -1.2 -2.3
O 2.2669 -0.6616 -1.7002 -0.3 -1.2 -2.1
S 2.3162 1.5457 -0.0848 1.0 0.4 -0.1
H 1.8121 -1.7536 2.1406 0.5 0.1 -0.6
H -0.4915 2.1359 -1.2223 -0.8 -0.5 0.1
H -1.7081 2.1383 0.0595 -0.3 1.0 0.8
H -1.2884 0.2305 2.0439 -1.3 1.9 1.8
H 0.0860 -0.5889 1.6559 0.1 -1.5 0.2
H -2.7022 0.9844 -2.0692 -0.4 0.4 0.4
H -1.3050 -0.1472 -1.8386 -2.4 1.1 1.3
H -1.3675 -1.6640 -0.3009 -0.7 0.4 0.7
H -2.3753 -1.7882 1.2559 0.3 1.2 -1.3
H 4.5366 0.9560 0.9209 -0.3 0.3 -0.8
H 4.2249 -0.1092 -0.5867 -0.3 0.9 0.6
H -3.1934 0.6593 0.4133 0.0 -1.5 -0.5
H -3.6366 -0.7436 -0.4848 -0.4 0.3 -0.5
```
Positions in Å, forces in eV/Å.

ΔE to the lowest compared entry with this formula, charge and spin   6.624 eV
Highest occupied orbital energy (alpha / beta)   -11.28 / -11.28 eV
2S+1   1
Frontier orbital gap (alpha / beta)   7.25 / 7.25 eV
Net charge   +1

Record 4
ORCA calculation (ωB97M-V with the def2-TZVPD basis set) on 2 unconnected molecules or ions with the total composition C4H13NPS.

XYZ file:
```
20
Properties=species:S:1:pos:R:3:forces:R:3
C -2.5308 1.3987 0.2967 2.1 1.0 -0.9
C 2.3609 1.7787 0.4466 -0.2 -1.4 1.9
C 0.2131 -1.7302 0.4673 -2.9 0.2 -1.2
C 0.5094 -0.3137 0.3069 0.0 0.8 -1.9
N -0.0300 -2.3750 -0.9520 -2.0 -0.3 0.4
P -1.7455 0.3388 -1.1548 0.7 -0.3 1.8
S 2.0245 0.1616 -0.4890 -0.9 1.2 1.4
H -2.7107 2.4585 -0.1113 0.0 -1.7 0.9
H -1.8099 1.4250 1.1738 -0.8 0.2 -1.1
H -3.4119 0.8790 0.6460 -0.3 0.1 -0.3
H 2.7128 2.4877 -0.2423 0.3 0.9 -0.9
H 3.1569 1.5322 1.1672 -0.1 0.1 -0.5
H 1.5713 2.2225 1.1266 0.2 -0.9 -1.4
H 0.8995 -2.3846 0.9018 1.7 -0.9 0.6
H -0.6965 -1.7989 1.0367 -0.5 -0.3 0.1
H 0.1755 0.3189 1.0889 -0.1 0.4 0.6
H -0.1117 -3.4089 -0.8914 0.2 0.8 -0.3
H 0.8082 -2.0704 -1.3216 2.8 -0.3 -1.7
H -0.7037 -1.9474 -1.6922 0.3 -0.5 2.3
H -0.6814 1.0273 -1.8042 -0.5 0.7 0.4
```
Positions in Å, forces in eV/Å.

ΔE to the lowest compared entry with this formula, charge and spin   3.562 eV
Highest occupied orbital energy (alpha / beta)   -11.59 / -11.55 eV
2S+1   1
Frontier orbital gap (alpha / beta)   7.29 / 7.15 eV
Net charge   +1

Across the entries above, max |F| takes the values 0.174 0.066 0.078 0.063 hartree/bohr, respectively.